No. 1
{
  "formula": "C5H7NO",
  "method": "ωB97M-V/def2-TZVPD",
  "smiles": "C=C=N[C@@H](C)C=O",
  "total_charge": 0,
  "e_tot_ev": -8832.9792,
  "elements": ["C", "C", "N", "C", "C", "C", "O", "H", "H", "H", "H", "H", "H", "H"],
  "positions_angstrom": [[-2.53607, 0.31384, -0.51284], [-1.39307, 0.33229, 0.11639], [-0.54169, 0.07960, 0.99063], [0.85023, 0.04520, 0.81308], [1.40629, -1.25253, 0.26358], [0.73034, 1.17192, -0.47228], [0.86868, 0.83552, -1.60625], [-3.04904, -0.61493, -0.71349], [-2.97814, 1.21386, -0.89805], [1.35419, 0.41379, 1.70547], [1.39054, -2.02242, 1.03775], [2.42860, -1.09463, -0.09125], [0.81281, -1.59815, -0.58510], [0.65633, 2.17662, -0.04762]]
}


No. 2
{
  "formula": "C5H7NO",
  "method": "ωB97M-V/def2-TZVPD",
  "total_charge": 0,
  "e_tot_ev": -8831.4018,
  "elements": ["O", "C", "C", "C", "C", "C", "N", "H", "H", "H", "H", "H", "H", "H"],
  "positions_angstrom": [[1.99087, -0.75834, -1.01331], [1.22189, -0.57693, -0.09814], [0.20930, 0.52877, -0.10889], [-1.26465, 0.29042, -0.00003], [-1.57394, -0.86734, 0.91281], [-0.82946, -0.28584, 1.85572], [-0.52484, 0.93910, 1.10828], [1.83664, 0.74096, -2.71838], [1.24986, -1.21667, 0.80130], [0.49253, 1.37113, -0.73797], [-1.96606, 0.86673, -0.59701], [1.55036, 1.22697, -3.20586], [-2.13246, -1.78729, 0.80173], [-0.42740, -0.53375, 2.83218]]
}


No. 3
{
  "formula": "C5H7NO",
  "method": "ωB97M-V/def2-TZVPD",
  "total_charge": 0,
  "e_tot_ev": -8834.7399,
  "elements": ["C", "C", "N", "C", "C", "C", "O", "H", "H", "H", "H", "H", "H", "H"],
  "positions_angstrom": [[0.81875, -0.20124, 1.58406], [-0.39339, -0.10860, 0.68874], [-1.33663, 0.69151, 1.00166], [-0.38450, -0.95773, -0.53704], [-0.82429, -0.52009, -1.71602], [0.89745, 2.11118, -1.09748], [1.90748, 1.66405, -0.82482], [1.73194, -0.41456, 1.01816], [0.67878, -1.00655, 2.31418], [0.94070, 0.73358, 2.13608], [-2.10043, 0.60188, 0.32656], [0.05880, -1.95006, -0.44705], [-1.21739, 0.48947, -1.83495], [-0.77727, -1.13283, -2.61207]]
}


No. 4
{
  "formula": "C5H7NO",
  "method": "ωB97M-V/def2-TZVPD",
  "smiles": "Cc1occc1N",
  "total_charge": 0,
  "e_tot_ev": -8833.8592,
  "elements": ["C", "C", "O", "C", "C", "C", "N", "H", "H", "H", "H", "H", "H", "H"],
  "positions_angstrom": [[0.50271, 1.84773, -0.29227], [0.00514, 0.61809, 0.36276], [-0.16133, 0.41798, 1.68966], [-0.51161, -0.88164, 1.82420], [-0.59480, -1.50450, 0.62340], [-0.20053, -0.53597, -0.34156], [-0.10843, -0.68986, -1.73059], [-0.22262, 2.22422, -1.06305], [0.93086, 2.68813, 0.24279], [1.36500, 1.08906, -0.36043], [-0.61493, -1.24313, 2.82948], [-0.89759, -2.52458, 0.44076], [0.14414, -1.61360, -2.05578], [0.41800, 0.04201, -2.18966]]
}


No. 5
{
  "formula": "C5H7NO",
  "method": "ωB97M-V/def2-TZVPD",
  "smiles": "Cc1cc(N)co1",
  "total_charge": 0,
  "e_tot_ev": -8833.4712,
  "elements": ["C", "C", "C", "C", "N", "C", "O", "H", "H", "H", "H", "H", "H", "H"],
  "positions_angstrom": [[0.04753, -1.52116, 1.44210], [-0.44672, -0.10733, 1.25424], [-1.07405, 0.17118, 0.05303], [-0.07796, 0.73382, -0.78812], [-0.13935, 0.94318, -2.16633], [1.03016, 0.90025, 0.00228], [0.76493, 0.55974, 1.27059], [0.79634, -1.47009, 0.60642], [-0.65861, -2.31330, 1.20956], [0.60397, -1.71893, 2.35769], [-2.04245, -0.20861, -0.26019], [-1.08404, 0.99797, -2.51525], [0.40955, 1.73725, -2.46254], [2.03539, 1.23409, -0.20432]]
}


No. 6
{
  "formula": "C5H7NO",
  "method": "ωB97M-V/def2-TZVPD",
  "smiles": "CC[C@@]1(C#N)CO1",
  "total_charge": 0,
  "e_tot_ev": -8834.4797,
  "elements": ["C", "C", "C", "C", "N", "C", "O", "H", "H", "H", "H", "H", "H", "H"],
  "positions_angstrom": [[0.14811, -1.52389, 0.94026], [-0.04588, -0.01003, 0.97371], [0.14647, 0.65615, -0.37635], [1.25025, 0.14434, -1.19303], [2.10472, -0.29082, -1.83969], [-0.95784, 1.31127, -1.09500], [0.01530, 2.06633, -0.39350], [-0.48579, -1.99916, 0.18353], [-0.10499, -1.95888, 1.91084], [1.18781, -1.78139, 0.71380], [-1.04960, 0.24898, 1.32825], [0.66264, 0.44896, 1.67302], [-0.92061, 1.39628, -2.17963], [-1.95059, 1.29187, -0.64620]]
}


No. 7
{
  "formula": "C5H7NO",
  "method": "ωB97M-V/def2-TZVPD",
  "smiles": "C#C/C=C\\NC=O.[H][H]",
  "total_charge": 0,
  "e_tot_ev": -8833.2391,
  "elements": ["C", "C", "C", "C", "N", "C", "O", "H", "H", "H", "H", "H", "H", "H"],
  "positions_angstrom": [[2.57939, 1.20369, -0.13834], [1.85800, 0.33148, -0.56063], [0.95655, -0.67590, -1.02678], [-0.36253, -0.60243, -0.79536], [-0.95951, 0.44284, -0.10892], [-2.30967, 0.49733, 0.13362], [-3.10333, -0.34482, -0.22062], [3.23941, 1.96398, 0.21879], [1.35669, -1.52000, -1.57808], [-1.06082, -1.36261, -1.12796], [-0.36421, 1.19285, 0.21998], [-2.59792, 1.40516, 0.69241], [0.15603, -1.32136, 2.43411], [0.61190, -1.21020, 1.85776]]
}


No. 8
{
  "formula": "C5H7NO",
  "method": "ωB97M-V/def2-TZVPD",
  "smiles": "Cc1cocc1N",
  "total_charge": 0,
  "e_tot_ev": -8833.5814,
  "elements": ["C", "C", "C", "O", "C", "C", "N", "H", "H", "H", "H", "H", "H", "H"],
  "positions_angstrom": [[1.25518, 0.12772, -1.29534], [0.25251, 0.47961, -0.24714], [-0.07082, 1.74173, 0.16744], [-0.97199, 1.79271, 1.14101], [-1.41176, 0.17538, 1.35075], [-0.57801, -0.41867, 0.48182], [-0.72319, -1.82551, 0.53222], [1.21540, 0.85031, -2.11549], [1.04758, -0.86457, -1.70651], [2.27904, 0.12220, -0.90198], [0.36649, 2.63719, -0.31207], [-1.49953, -0.23125, 2.36869], [0.10011, -2.34154, 0.79257], [-1.25521, -2.22984, -0.22185]]
}


No. 9
{
  "formula": "C5H7NO",
  "method": "ωB97M-V/def2-TZVPD",
  "smiles": "O=C1C=C=CN1.C",
  "total_charge": 0,
  "e_tot_ev": -8832.4644,
  "elements": ["O", "C", "C", "C", "C", "N", "H", "H", "H", "C", "H", "H", "H", "H"],
  "positions_angstrom": [[-1.49253, 0.01399, -3.12224], [-1.10464, -0.22156, -2.01587], [-1.42800, 0.37706, -0.68057], [-0.94243, -0.42365, 0.29285], [-0.05834, -1.30786, -0.35854], [-0.35605, -1.43198, -1.65608], [-2.23498, 1.10098, -0.63138], [0.85384, -1.74111, 0.04533], [0.14688, -1.98097, -2.33462], [1.32321, 1.11932, 2.09641], [2.08223, 1.55189, 2.73365], [1.09937, 0.10706, 2.39788], [0.42834, 1.72816, 2.15493], [1.68311, 1.10866, 1.07824]]
}


No. 10
{
  "formula": "C5H7NO",
  "method": "ωB97M-V/def2-TZVPD",
  "total_charge": 0,
  "e_tot_ev": -8832.2226,
  "elements": ["N", "C", "O", "C", "C", "C", "C", "H", "H", "H", "H", "H", "H", "H"],
  "positions_angstrom": [[1.34519, -1.89255, -0.12231], [1.13823, -0.69818, 0.32865], [1.84870, 0.37741, 0.40464], [0.13917, 1.64822, -0.29578], [-0.86967, 0.82697, 0.26829], [-1.19729, -0.56873, -0.42912], [-0.31810, -0.53585, 0.71388], [2.30378, -2.03259, -0.43040], [0.76425, 1.37451, -1.12378], [0.04378, 2.73060, -0.14745], [-1.61620, 1.30483, 0.89910], [-0.71851, -0.67882, -1.39928], [-2.19688, -0.98640, -0.35089], [-0.66645, -0.86942, 1.68446]]
}


No. 11
{
  "formula": "C5H7NO",
  "method": "ωB97M-V/def2-TZVPD",
  "total_charge": 0,
  "e_tot_ev": -8831.6400,
  "elements": ["C", "C", "C", "O", "C", "N", "C", "H", "H", "H", "H", "H", "H", "H"],
  "positions_angstrom": [[0.94036, -1.34803, 0.03706], [-0.31459, -0.68979, -0.51328], [-1.25371, 0.02033, 0.45447], [-1.23068, 1.46846, 0.28135], [0.01788, 1.96538, 0.14105], [1.04813, 1.35773, -0.33741], [0.76993, 0.19889, -1.08715], [1.19371, -1.11916, 1.07469], [1.12207, -2.38196, -0.27701], [-0.82791, -1.30064, -1.26160], [-0.97742, -0.17863, 1.49826], [-2.29785, -0.26641, 0.30143], [0.07743, 3.01368, 0.44620], [1.73961, -0.76760, -0.73613]]
}


No. 12
{
  "formula": "C5H7NO",
  "method": "ωB97M-V/def2-TZVPD",
  "total_charge": 0,
  "e_tot_ev": -8831.6268,
  "elements": ["C", "C", "C", "C", "N", "C", "O", "H", "H", "H", "H", "H", "H", "H"],
  "positions_angstrom": [[-1.72247, 0.64705, -1.62257], [-0.64408, 0.24129, -0.67273], [0.10816, 0.97689, 0.22732], [0.92220, -0.14451, 0.83912], [1.79772, -0.01873, 1.94969], [0.51009, -1.36140, 0.28201], [-0.41662, -1.12079, -0.62188], [-1.50086, 0.34125, -2.65085], [-1.80979, 1.73378, -1.59466], [-2.69413, 0.21736, -1.35168], [1.37699, 0.36325, -0.14304], [1.88145, 0.97031, 2.16438], [1.38055, -0.45931, 2.76104], [0.81080, -2.38645, 0.43385]]
}


No. 13
{
  "formula": "C5H7NO",
  "method": "ωB97M-V/def2-TZVPD",
  "smiles": "Cc1occc1N",
  "total_charge": 0,
  "e_tot_ev": -8835.2670,
  "elements": ["C", "C", "O", "C", "C", "C", "N", "H", "H", "H", "H", "H", "H", "H"],
  "positions_angstrom": [[-1.67158, -1.06560, 0.19122], [-0.27981, -0.59490, 0.00906], [0.73869, -1.49953, 0.22609], [1.89629, -0.79065, 0.24499], [1.66803, 0.52996, 0.06033], [0.24702, 0.64587, -0.16454], [-0.34468, 1.81442, -0.68341], [-2.31237, -0.18342, 0.30236], [-2.00779, -1.66829, -0.65430], [-1.74540, -1.65650, 1.11345], [2.83670, -1.32441, 0.23621], [2.36930, 1.34007, 0.17757], [-0.03652, 2.66927, -0.24273], [-1.34517, 1.79232, -0.82102]]
}


No. 14
{
  "formula": "C5H7NO",
  "method": "ωB97M-V/def2-TZVPD",
  "smiles": "CC#CC(=O)NC",
  "total_charge": 0,
  "e_tot_ev": -8830.3695,
  "elements": ["C", "C", "C", "C", "O", "N", "C", "H", "H", "H", "H", "H", "H", "H"],
  "positions_angstrom": [[-1.08799, -2.08575, 2.38536], [-0.69632, -1.23617, 1.22723], [-0.35731, -0.68994, 0.29421], [0.04369, 0.09432, -0.88357], [0.13916, -0.51745, -1.98973], [0.24688, 1.40152, -0.73520], [1.28492, 1.99447, -1.61735], [-0.37427, -2.00518, 3.23410], [-1.81580, -1.71302, 2.77668], [-1.41099, -3.20936, 2.26126], [-0.48524, 1.74456, -0.92798], [2.35152, 1.62726, -1.43387], [1.15885, 1.54447, -2.81190], [1.00290, 3.05027, -1.77923]]
}


No. 15
{
  "formula": "C5H7NO",
  "method": "ωB97M-V/def2-TZVPD",
  "smiles": "Cc1occc1N",
  "total_charge": 0,
  "e_tot_ev": -8835.3896,
  "elements": ["C", "C", "O", "C", "C", "C", "N", "H", "H", "H", "H", "H", "H", "H"],
  "positions_angstrom": [[-0.29340, 0.51588, 1.91060], [-0.36816, 0.31677, 0.43853], [-0.91710, 1.34776, -0.28072], [-0.56607, 1.16736, -1.56935], [0.17452, 0.04397, -1.71740], [0.27942, -0.53190, -0.40830], [0.99402, -1.69598, -0.06960], [0.18056, -0.33812, 2.40204], [0.34982, 1.38575, 2.09803], [-1.25831, 0.70930, 2.38765], [-0.92211, 1.91403, -2.26422], [0.64727, -0.30676, -2.62332], [1.21093, -2.25019, -0.88839], [0.48861, -2.27786, 0.58446]]
}


No. 16
{
  "formula": "C5H7NO",
  "method": "ωB97M-V/def2-TZVPD",
  "smiles": "C[C@]12[C@@H]3C[C@@]1([O-])[N@@H+]32",
  "total_charge": 0,
  "e_tot_ev": -8832.4150,
  "elements": ["C", "C", "C", "C", "C", "O", "N", "H", "H", "H", "H", "H", "H", "H"],
  "positions_angstrom": [[-1.99603, 0.14598, 0.22658], [-0.52096, 0.09409, -0.18075], [0.55603, 0.36814, 0.80205], [1.63400, 0.68484, -0.21475], [0.77606, -0.17006, -1.18636], [1.00654, -0.79960, -2.17933], [0.29913, -1.00330, 0.37528], [-2.42315, 1.15696, 0.26886], [-2.08553, -0.25334, 1.25387], [-2.64536, -0.46140, -0.40810], [0.45357, 0.64221, 1.84264], [2.63976, 0.33722, 0.03779], [1.65418, 1.71521, -0.58953], [-0.14848, -1.77715, 0.82917]]
}


No. 17
{
  "formula": "C5H7NO",
  "method": "ωB97M-V/def2-TZVPD",
  "smiles": "[H]/N=C1\\OC[C@H]2C[C@@H]12",
  "total_charge": 0,
  "e_tot_ev": -8833.8898,
  "elements": ["H", "N", "C", "O", "C", "C", "C", "C", "H", "H", "H", "H", "H", "H"],
  "positions_angstrom": [[-0.66426, 2.44040, 1.87459], [-0.03832, 1.63747, 1.90513], [-0.16820, 0.76222, 1.01390], [-1.17111, 0.76677, -0.12949], [-1.20262, -0.57329, -0.68927], [0.22065, -1.04863, -0.51703], [1.12321, 0.10257, -0.77390], [0.77903, -0.31802, 0.65617], [-1.49211, -0.63288, -1.75613], [-1.92345, -1.14734, -0.10729], [0.51221, -2.07370, -0.70110], [0.40858, 0.92930, -1.02093], [2.14905, -0.03221, -1.09833], [1.46733, -0.81266, 1.34367]]
}


No. 18
{
  "formula": "C5H7NO",
  "method": "ωB97M-V/def2-TZVPD",
  "smiles": "CC(=O)[C@@H](C)C#N",
  "total_charge": 0,
  "e_tot_ev": -8835.7306,
  "elements": ["C", "C", "O", "C", "C", "C", "N", "H", "H", "H", "H", "H", "H", "H"],
  "positions_angstrom": [[1.99243, 0.11825, -0.13823], [0.72486, -0.62256, 0.20831], [0.70390, -1.63456, 0.86072], [-0.59700, -0.04486, -0.35450], [-1.80872, -0.48962, 0.46649], [-0.52838, 1.41822, -0.47589], [-0.45627, 2.57129, -0.54990], [2.85783, -0.51195, 0.06776], [2.05504, 1.03024, 0.46892], [1.98940, 0.43623, -1.18590], [-0.67697, -0.44499, -1.37744], [-1.76543, -0.05678, 1.46963], [-2.73678, -0.17058, -0.01376], [-1.80030, -1.57694, 0.56130]]
}


No. 19
{
  "formula": "C5H7NO",
  "method": "ωB97M-V/def2-TZVPD",
  "smiles": "O=C1CCC=CN1",
  "total_charge": 0,
  "e_tot_ev": -8836.1704,
  "elements": ["O", "C", "C", "C", "C", "C", "N", "H", "H", "H", "H", "H", "H", "H"],
  "positions_angstrom": [[-0.86390, -2.47487, -0.52948], [-0.40030, -1.37033, -0.32044], [-1.01091, -0.08437, -0.84490], [-0.65508, 1.11678, 0.03936], [0.81105, 1.17602, 0.36511], [1.41534, 0.01824, 0.62704], [0.75596, -1.20504, 0.41453], [-2.09142, -0.24542, -0.90588], [-0.66038, 0.04432, -1.87983], [-1.05951, 2.04397, -0.37528], [-1.10486, 0.98668, 1.03270], [1.28451, 2.12674, 0.58373], [2.40471, -0.06579, 1.06364], [1.17481, -2.06693, 0.72969]]
}


No. 20
{
  "formula": "C5H7NO",
  "method": "ωB97M-V/def2-TZVPD",
  "smiles": "CC[C@@]1(C#N)CO1",
  "total_charge": 0,
  "e_tot_ev": -8834.4492,
  "elements": ["C", "C", "C", "C", "N", "C", "O", "H", "H", "H", "H", "H", "H", "H"],
  "positions_angstrom": [[0.03134, -0.88963, 1.46359], [0.18132, 0.51547, 0.89212], [0.21222, 0.50179, -0.62140], [1.32837, -0.21335, -1.24275], [2.10782, -0.91523, -1.73092], [-1.01447, 0.47924, -1.42683], [-0.25407, 1.66937, -1.26732], [-0.90836, -1.34150, 1.12617], [0.02528, -0.87035, 2.55675], [0.85495, -1.53291, 1.13625], [-0.65610, 1.15677, 1.19070], [1.09617, 0.99455, 1.26142], [-0.97415, 0.07151, -2.43462], [-1.96818, 0.39717, -0.90900]]
}